{"formula": "C23H44I2NO17PS", "method": "ωB97M-V/def2-TZVPD", "elements": ["C", "C", "I", "C", "I", "C", "C", "O", "S", "O", "O", "C", "P", "N", "O", "O", "C", "H", "H", "H", "H", "H", "H", "H", "H", "H", "H", "H", "H", "C", "C", "O", "C", "O", "O", "C", "H", "H", "H", "H", "H", "H", "H", "H", "C", "C", "O", "C", "O", "O", "C", "H", "H", "H", "H", "H", "H", "H", "H", "C", "C", "O", "C", "O", "O", "C", "H", "H", "H", "H", "H", "H", "H", "H", "C", "C", "O", "C", "O", "O", "C", "H", "H", "H", "H", "H", "H", "H", "H"], "coordinates": [[3.0763, 5.0135, -2.1173], [1.7926, 4.3153, -2.9046], [1.4673, 5.1013, -4.9780], [0.9338, 3.2192, -2.2971], [1.4326, 2.6034, -0.2336], [-0.2985, 2.5472, -3.2008], [-0.6947, 1.0223, -2.7555], [-1.3539, 0.8871, -1.4506], [-2.5931, 2.0294, -1.2115], [-3.8340, 1.2469, -0.6769], [-2.1094, 2.9503, -0.0234], [-2.9975, 2.9831, -2.7719], [-4.3499, 4.3162, -2.4466], [-4.1928, 5.0340, -0.9954], [-5.9215, 3.5000, -2.4053], [-4.3551, 5.5818, -3.6623], [-1.5887, 3.5715, -3.3615], [2.8577, 5.2525, -0.9852], [3.2464, 6.0789, -2.6320], [4.0204, 4.3239, -2.2737], [0.1507, 2.4399, -4.2918], [0.3281, 0.4113, -2.6832], [-1.2849, 0.5085, -3.6474], [-3.4601, 2.1960, -3.5394], [-4.0935, 6.0705, -1.1172], [-6.5197, 3.9157, -3.1195], [-4.4101, 5.0793, -4.5423], [-1.2746, 4.5757, -2.8140], [-1.7943, 3.8646, -4.5006], [3.8980, 7.5617, 5.0755], [3.4304, 8.4248, 3.9162], [3.0197, 7.6135, 2.8084], [1.7949, 7.0441, 2.9198], [1.0246, 7.1703, 3.8610], [1.5806, 6.2833, 1.8180], [0.3623, 5.5439, 1.8535], [4.6738, 6.8628, 4.7471], [4.2961, 8.1816, 5.8837], [3.0779, 6.9591, 5.4775], [4.2643, 9.0419, 3.5653], [2.6280, 9.1078, 4.2171], [-0.4937, 6.1947, 2.0592], [0.4326, 4.7496, 2.6033], [0.2157, 5.0829, 0.8728], [1.3476, -4.9087, -4.1013], [2.3597, -4.0634, -3.3470], [3.1801, -3.3173, -4.2550], [2.6079, -2.2114, -4.7900], [1.4792, -1.8012, -4.5600], [3.4937, -1.6513, -5.6504], [2.9782, -0.5288, -6.3622], [1.8487, -5.5402, -4.8418], [0.7851, -5.5452, -3.4127], [0.6365, -4.2822, -4.6480], [3.0291, -4.7198, -2.7811], [1.8738, -3.3979, -2.6245], [2.5604, 0.2187, -5.6801], [2.2226, -0.8609, -7.0811], [3.8026, -0.0683, -6.9137], [-1.4417, -2.2639, 1.0128], [-0.8448, -3.4886, 1.6847], [-1.5232, -4.6808, 1.2695], [-1.1873, -5.1508, 0.0435], [-0.3650, -4.6589, -0.7162], [-1.9433, -6.2474, -0.2107], [-1.7603, -6.7859, -1.5179], [-2.5226, -2.2209, 1.1804], [-0.9846, -1.3488, 1.3994], [-1.2897, -2.2922, -0.0704], [-0.9796, -3.4082, 2.7686], [0.2322, -3.5685, 1.4987], [-0.7026, -6.9758, -1.7268], [-2.1849, -6.1048, -2.2621], [-2.2975, -7.7369, -1.5719], [-1.8034, -6.2418, 3.9389], [-0.4725, -6.9099, 4.2390], [0.1736, -6.2835, 5.3545], [-0.3069, -6.6202, 6.5762], [-1.2183, -7.4037, 6.8011], [0.3787, -5.9145, 7.5092], [-0.0971, -6.1004, 8.8401], [-1.6717, -5.1632, 3.8059], [-2.2511, -6.6602, 3.0332], [-2.5094, -6.3756, 4.7640], [0.1942, -6.7906, 3.3785], [-0.5887, -7.9860, 4.4103], [-0.1456, -7.1622, 9.1020], [-1.0789, -5.6297, 8.9519], [0.6022, -5.6096, 9.5228]], "mulliken_charge": [-0.85, -0.05, -0.03, -0.44, 0.04, 0.39, -0.79, -0.07, 0.88, -0.65, -0.50, -0.13, 0.85, -0.70, -0.51, -0.50, -0.66, 0.24, 0.33, 0.25, 0.37, 0.37, 0.24, 0.35, 0.21, 0.34, 0.34, 0.41, 0.29, -1.09, -0.16, -0.35, 0.66, -0.56, -0.22, -0.49, 0.29, 0.35, 0.31, 0.28, 0.31, 0.31, 0.34, 0.00, -0.81, -0.13, -0.35, 0.76, -0.57, -0.34, -0.50, 0.36, 0.05, 0.28, 0.35, 0.24, 0.18, 0.28, 0.23, -1.15, -0.19, -0.28, 0.71, -0.53, -0.32, -0.65, 0.31, 0.39, 0.26, 0.35, 0.28, 0.26, 0.29, 0.24, -0.87, -0.18, -0.36, 0.75, -0.56, -0.33, -0.62, 0.08, 0.29, 0.40, 0.28, 0.33, 0.29, 0.29, 0.22], "multiplicity": 1, "largest_force_ev_per_a": 9.6, "e_lumo_ev": -0.8, "orbital_gap_ev": 8.0966}



{"formula": "C18H35BrN4O8PS", "method": "ωB97M-V/def2-TZVPD", "elements": ["C", "C", "C", "N", "C", "C", "C", "O", "C", "O", "C", "C", "O", "C", "N", "N", "C", "C", "C", "P", "O", "Br", "C", "C", "N", "C", "H", "H", "H", "H", "H", "H", "H", "H", "H", "H", "H", "H", "H", "H", "H", "H", "H", "H", "H", "H", "H", "H", "H", "H", "H", "H", "H", "H", "H", "H", "H", "C", "C", "O", "S", "O", "O", "O", "H", "H", "H", "H"], "coordinates": [[4.3658, 1.5130, 4.3200], [3.1578, 0.5853, 4.1792], [2.1404, 1.1371, 3.1739], [1.4585, 0.0654, 2.3982], [1.4555, 0.2384, 0.9963], [0.6695, 1.1941, 0.3680], [-0.2862, 2.1240, 1.0735], [-1.5681, 1.9696, 0.4934], [-2.4447, 1.2112, 1.2795], [-1.8793, -0.0371, 1.5972], [-2.4898, -1.1896, 1.0227], [-3.5578, -1.7982, 1.9109], [-4.8529, -1.2520, 1.6731], [0.7097, 1.2897, -1.0007], [1.4612, 0.4749, -1.7461], [1.3798, 0.5426, -3.1579], [0.5536, 1.6241, -3.6993], [-0.9550, 1.3576, -3.5830], [2.2457, -0.4911, -1.1780], [3.3440, -1.7384, -2.0603], [3.2967, -1.3443, -3.6323], [1.8216, -3.3463, -2.0541], [2.2623, -0.6064, 0.1952], [3.1466, -1.5971, 0.9058], [4.3938, -0.9428, 1.3528], [5.6127, -1.6320, 0.9347], [4.8395, 1.4132, 5.2934], [4.0435, 2.5559, 4.2463], [5.0943, 1.3488, 3.5265], [2.6747, 0.5335, 5.1564], [3.4563, -0.4126, 3.8719], [2.6332, 1.8275, 2.4855], [1.3871, 1.7103, 3.7181], [0.4931, -0.0292, 2.6966], [-0.3062, 1.8916, 2.1371], [0.0295, 3.1594, 0.9454], [-2.6755, 1.7301, 2.2144], [-3.3555, 1.1134, 0.6858], [-2.8996, -0.9375, 0.0386], [-1.6895, -1.9158, 0.8701], [-3.2671, -1.6167, 2.9493], [-3.6088, -2.8762, 1.7568], [-4.7319, -0.4475, 1.1601], [0.0801, 2.0026, -1.4990], [2.3275, 0.6465, -3.4931], [0.8136, 2.5983, -3.2705], [0.8359, 1.6855, -4.7485], [-1.4475, 2.1378, -3.0005], [-1.1630, 0.4116, -3.0876], [-1.4214, 1.3761, -4.5632], [4.1914, -1.2321, -3.9811], [2.6006, -1.9203, 1.7901], [3.3944, -2.4627, 0.2915], [4.4237, 0.0025, 0.9931], [5.6207, -1.9053, -0.1276], [6.4749, -1.0008, 1.1348], [5.7345, -2.5492, 1.5113], [-5.3772, -1.4722, -1.6092], [-5.5689, -1.7072, -3.0947], [-6.0814, -0.4542, -3.5755], [-5.4450, 0.7561, -2.7617], [-4.3216, 1.2801, -3.4530], [-6.4867, 1.5991, -2.3088], [-4.8866, -0.1209, -1.5401], [-6.3107, -1.5384, -1.0502], [-4.6369, -2.1256, -1.1565], [-6.2846, -2.4932, -3.3138], [-4.6242, -1.9136, -3.6010]], "mulliken_charge": [-1.31, -0.17, -0.81, -0.07, -0.13, -0.19, -1.20, -0.43, -0.16, -0.23, -0.56, -0.57, -0.53, -0.17, 0.41, -0.86, -0.78, -0.94, 0.56, 0.10, -0.49, -0.18, 0.35, -1.61, -0.04, -0.93, 0.39, 0.34, 0.28, 0.42, 0.19, 0.40, 0.41, 0.44, 0.55, 0.55, 0.31, 0.19, 0.35, 0.38, 0.33, 0.39, 0.32, 0.70, 0.34, 0.41, 0.42, 0.36, 0.30, 0.45, 0.38, 0.34, 0.85, 0.22, 0.29, 0.32, 0.33, -0.20, -0.42, -0.32, 1.02, -0.50, -0.55, -0.22, 0.28, 0.28, 0.33, 0.30], "multiplicity": 1, "charge": 1, "largest_force_ev_per_a": 0.6, "e_lumo_ev": -3.7, "orbital_gap_ev": 7.9597}



{"formula": "C32H26BrN3NiO6Se", "method": "ωB97M-V/def2-TZVPD", "elements": ["Ni", "Br", "C", "C", "C", "C", "O", "C", "C", "N", "C", "C", "C", "C", "C", "C", "C", "C", "N", "C", "C", "H", "H", "H", "H", "H", "H", "H", "H", "H", "H", "C", "C", "C", "C", "C", "C", "C", "C", "C", "C", "O", "O", "H", "H", "H", "H", "H", "H", "H", "H", "H", "H", "H", "Se", "C", "C", "C", "C", "C", "C", "H", "H", "H", "H", "H", "O", "N", "O", "O"], "coordinates": [[0.2885, -1.7202, 1.2520], [6.2190, 2.4543, 1.8690], [4.8185, 1.1648, 2.0335], [4.4470, 0.7064, 3.3217], [3.4771, -0.2344, 3.4656], [2.7893, -0.8080, 2.3367], [1.9277, -1.7166, 2.5198], [3.1721, -0.2862, 1.0442], [2.6050, -0.7690, -0.1550], [1.7211, -1.7144, -0.1761], [1.3590, -2.3799, -1.3349], [2.0125, -2.3395, -2.5386], [1.5455, -3.0816, -3.6448], [0.4504, -3.8876, -3.5441], [-0.2146, -4.0032, -2.2977], [-1.3383, -4.8389, -2.1002], [-1.9124, -4.9132, -0.8743], [-1.3693, -4.1612, 0.1979], [-0.3384, -3.3756, 0.0540], [0.2420, -3.2660, -1.1905], [4.1886, 0.6990, 0.9316], [4.9305, 1.1270, 4.1947], [3.1574, -0.5654, 4.4448], [2.9413, -0.3180, -1.0908], [2.8893, -1.7151, -2.6479], [2.0712, -3.0055, -4.5896], [0.0762, -4.4377, -4.4005], [-1.7306, -5.4040, -2.9392], [-2.7741, -5.5413, -0.6918], [-1.7764, -4.2092, 1.2009], [4.4500, 1.0718, -0.0522], [-5.6631, 2.5931, -2.9702], [-4.3971, 1.9608, -2.4389], [-3.5497, 2.6584, -1.5872], [-2.3853, 2.0858, -1.0746], [-1.4703, 2.8505, -0.1523], [-2.0743, 0.7733, -1.4297], [-2.9164, 0.0461, -2.2724], [-2.5736, -1.3799, -2.6256], [-4.0652, 0.6512, -2.7728], [-0.7961, 0.1496, -0.9114], [0.2618, 0.4586, -1.4832], [-0.9599, -0.6206, 0.0834], [-5.6640, 3.6711, -2.7976], [-6.5505, 2.1788, -2.4822], [-5.7730, 2.4219, -4.0446], [-3.7948, 3.6809, -1.3117], [-1.8686, 3.8432, 0.0651], [-0.4815, 2.9571, -0.6033], [-1.3173, 2.3133, 0.7922], [-1.6054, -1.4331, -3.1330], [-3.3328, -1.8218, -3.2746], [-2.4889, -1.9830, -1.7180], [-4.7195, 0.0847, -3.4334], [0.0498, 1.1130, 3.0058], [1.1957, 2.6202, 2.8583], [1.6948, 3.0589, 1.6168], [2.5336, 4.1614, 1.5079], [2.9168, 4.8799, 2.6365], [2.4391, 4.4641, 3.8776], [1.5994, 3.3616, 3.9853], [1.4130, 2.5017, 0.7288], [2.9005, 4.4599, 0.5296], [3.5757, 5.7368, 2.5521], [2.7310, 5.0053, 4.7742], [1.2393, 3.0429, 4.9568], [-1.4131, -3.9853, 3.2372], [-1.5931, -2.7745, 3.5152], [-2.3897, -2.4391, 4.3773], [-1.0321, -1.8783, 2.8184]], "mulliken_charge": [0.32, -0.27, -0.11, -0.33, -0.67, 0.46, -0.88, 0.52, 0.31, 0.23, 0.85, -0.84, -0.88, -0.97, 1.28, -0.71, -0.75, -0.10, -0.16, 0.31, -0.63, 0.37, 0.38, 0.06, 0.30, 0.36, 0.34, 0.37, 0.39, 0.38, 0.43, -1.50, 0.85, -1.12, 0.88, -1.12, 0.16, 1.05, -0.91, -1.11, 0.52, -0.79, -0.27, 0.35, 0.27, 0.34, 0.27, 0.22, 0.27, 0.03, 0.26, 0.32, 0.03, 0.29, -0.34, -0.06, 0.12, -0.71, -0.45, -0.43, -0.56, 0.31, 0.37, 0.33, 0.32, 0.35, -0.72, 0.94, -0.66, -0.49], "multiplicity": 3, "s_squared": 2.0059, "charge": -2, "largest_force_ev_per_a": 1.2, "relative_energy_kj_mol": 107.9, "e_lumo_ev": [4.1, 4.0], "orbital_gap_ev": [4.7280, 4.6875]}



{"formula": "C8H10LaN2S", "method": "ωB97M-V/def2-TZVPD", "elements": ["C", "C", "C", "C", "C", "La", "N", "C", "C", "H", "H", "H", "H", "H", "H", "H", "H", "H", "H", "S", "C", "N"], "coordinates": [[0.3190, 1.2509, -1.8040], [0.4301, -0.1096, -2.2145], [1.5784, -0.6646, -1.6073], [2.1544, 0.3161, -0.7648], [1.4158, 1.5284, -0.9198], [-0.3654, 0.4686, 0.5886], [0.1669, 3.4696, 1.6440], [-2.3435, -0.6930, 0.4699], [-2.6368, -1.6417, -0.4691], [2.0195, -1.6409, -1.8442], [-0.1794, -0.5903, -2.9882], [3.0810, 0.2045, -0.1906], [1.5418, 2.4457, -0.3234], [-0.4826, 1.9482, -2.0762], [-2.6930, -1.3492, -1.5319], [-1.8568, -0.8428, 1.5039], [-0.8762, 3.2134, 1.8028], [-2.8225, -2.6938, -0.3036], [-2.6532, 0.3622, 0.2841], [1.1415, -0.5187, 2.6463], [1.4139, -1.7924, 3.6677], [1.6471, -2.6707, 4.4304]], "mulliken_charge": [-0.87, -0.41, -0.35, -0.66, -0.57, 0.95, -0.59, -0.07, -0.87, 0.39, 0.42, 0.46, 0.59, 0.53, 0.21, 0.16, 0.01, 0.25, 0.06, -0.36, 0.27, -0.56], "multiplicity": 1, "charge": -1, "largest_force_ev_per_a": 3.9, "relative_energy_kj_mol": 438.6, "e_lumo_ev": [2.5, 2.3], "orbital_gap_ev": [5.4584, 6.7341]}